Molecular formula: C8H13IN
Method: DFT, the ωB97M-V functional and the def2-TZVPD basis

Atoms and positions in Å:
I 0.872 -3.194 0.427
N 0.604 -0.536 -0.838
C -2.207 -1.141 -0.316
C 1.930 0.111 -1.064
C 0.400 -1.164 0.520
C -2.016 0.154 -0.463
C -1.657 1.107 0.567
C -0.786 0.730 1.515
C 1.891 1.376 -0.233
C -0.282 -0.614 1.522
H 1.714 1.162 0.886
H 0.695 -1.391 -1.387
H -2.327 -1.585 0.653
H -2.218 2.074 0.655
H 2.058 0.333 -2.059
H -0.398 1.346 2.317
H -2.514 -1.731 -1.116
H 2.915 1.799 -0.298
H -0.384 -1.107 2.397
H 1.273 2.105 -0.511
H -2.115 0.574 -1.418
H 2.699 -0.591 -0.673
H -0.144 0.183 -1.081

- Orbital gap (alpha / beta): 6.3958 / 6.4763 eV
- LUMO energy (alpha / beta): -3.27 / -6.81 eV
- F_max: 5.84 eV/Å
- Expectation value of S²: 2.01
- Highest occupied orbital energy (alpha / beta): -9.667 / -13.287 eV
- Molecular weight: 250.10 g/mol
- ΔE to the lowest compared entry with this formula, charge and spin: 252.93 kJ/mol
- Charge: +1
- 2S+1: 3

---

Molecular formula: C3H8NO
Method: DFT, the ωB97M-V functional and the def2-TZVPD basis

Atoms and positions in Å:
O -1.178 -0.889 -0.564
N 1.244 -0.632 1.497
C 2.073 -0.378 0.320
C -2.093 1.124 -1.324
C -1.996 0.071 -0.407
H 2.825 0.512 0.595
H -2.765 1.984 -1.380
H 2.733 -1.245 -0.107
H 1.789 -0.843 2.269
H -2.830 0.132 0.399
H 1.463 0.077 -0.478
H 0.282 -0.949 1.482
H -1.547 1.037 -2.303

- Orbital gap: 3.5058 eV
- LUMO energy: -9.55 eV
- F_max: 3.86 eV/Å
- Highest occupied orbital energy: -13.054 eV
- Molecular weight: 74.10 g/mol
- ΔE to the lowest compared entry with this formula, charge and spin: 577.37 kJ/mol
- Charge: +1

---

Molecular formula: C4H6
Method: DFT, the ωB97M-V functional and the def2-TZVPD basis

Atoms and positions in Å:
C -0.705 -0.100 0.958
C -0.963 -1.403 0.458
C 0.160 0.685 0.260
C 0.834 0.323 -1.029
H 1.487 1.121 -1.390
H -1.571 -1.930 1.233
H 0.396 1.664 0.666
H 1.412 -0.599 -0.927
H 0.082 0.108 -1.790
H -1.110 0.294 1.893

- Orbital gap (alpha / beta): 7.3946 / 7.4063 eV
- LUMO energy (alpha / beta): -0.84 / -0.84 eV
- F_max: 0.56 eV/Å
- Highest occupied orbital energy (alpha / beta): -8.237 / -8.250 eV
- Molecular weight: 54.09 g/mol
- ΔE to the lowest compared entry with this formula, charge and spin: 298.87 kJ/mol
- Charge: 0

---

Molecular formula: C41H99N7O17
Method: DFT, the ωB97M-V functional and the def2-TZVPD basis

Atoms and positions in Å:
O 3.336 5.707 -2.652
O -4.970 5.748 -0.110
O -0.159 2.265 6.579
O -1.370 0.059 1.858
O 1.046 -0.436 0.048
O 4.036 2.039 1.303
O -5.173 -4.560 3.636
O 1.805 1.602 8.217
O -8.169 -0.382 0.922
O 4.429 0.461 -2.478
O -2.102 -4.354 -6.986
O 1.897 -3.918 0.624
O 0.482 -2.890 -4.986
O -0.714 -6.509 0.137
O -2.498 3.891 0.710
O 4.044 3.506 -7.215
O -4.364 0.103 -1.351
N -4.031 -6.316 2.873
N -6.726 0.852 2.202
N 5.853 -1.219 -2.975
N 1.913 5.349 -1.003
N 2.870 3.597 -5.296
N 4.453 0.414 2.768
N -2.301 0.551 -2.188
C 3.290 5.603 -6.495
C 3.713 3.666 -1.479
C -2.108 1.817 -1.602
C -3.577 -1.300 -2.943
C -3.430 -0.124 -2.107
C 3.103 1.619 7.631
C 2.599 -3.163 -0.332
C 0.542 -6.002 0.556
C -4.158 -5.028 3.103
C 0.026 -2.091 -3.881
C 3.434 4.128 -6.399
C -0.931 -7.839 0.330
C -0.766 -3.923 -6.902
C 0.445 0.942 6.382
C -1.320 3.461 1.435
C 1.039 0.018 1.402
C -0.098 -0.292 2.314
C 2.958 4.969 -1.713
C -7.048 -0.214 1.450
C -0.559 2.857 5.273
C 6.300 0.084 -0.975
C 1.901 0.387 -0.727
C 1.049 0.547 7.728
C 0.733 -4.509 0.089
C 4.368 1.675 2.471
C -2.651 -3.648 -8.093
C 5.042 -1.660 -4.150
C -4.776 4.944 1.026
C -5.029 -7.268 3.409
C -4.541 5.055 -1.337
C 1.755 4.955 0.380
C -5.990 -1.322 1.279
C 5.500 -0.221 -2.219
C -2.968 -4.180 2.875
C 4.967 -0.147 4.068
C -5.692 0.750 3.148
C 2.774 2.119 -4.926
C -3.316 4.687 1.562
C -1.872 -0.759 0.817
C 5.021 2.716 3.395
C -0.379 -2.715 -6.074
H -0.887 -2.408 -3.377
H -0.192 -3.852 -7.826
H 1.967 -2.506 -0.929
H -0.137 -4.740 -6.549
H 4.657 2.657 4.420
H 0.798 5.240 0.818
H -5.336 -7.223 4.454
H -1.591 2.663 2.125
H 3.389 2.824 -2.091
H -3.536 4.646 -1.231
H 1.594 -0.383 7.887
H 0.148 2.921 4.446
H -4.990 -0.904 1.162
H 3.376 -2.633 0.219
H -2.896 -0.391 0.754
H -2.010 -7.979 0.398
H -5.264 4.279 -1.590
H 4.039 -1.881 -3.786
H -3.258 -6.656 2.318
H 2.334 1.552 -5.746
H 6.654 -1.772 -2.703
H -1.989 1.668 -0.529
H 2.886 0.303 -0.270
H -2.287 -4.121 -9.005
H 0.848 -2.240 -3.182
H -0.980 3.845 5.458
H 2.175 1.966 -4.028
H -3.620 4.123 2.444
H -5.005 1.596 3.143
H -3.061 -2.179 -2.557
H 4.231 -0.194 4.870
H 0.007 -1.015 -4.056
H 5.388 -2.564 -4.651
H -0.499 -8.446 -0.465
H 0.243 0.467 8.458
H 4.205 6.098 -6.820
H -3.248 -1.124 -3.967
H -4.780 -8.330 3.409
H -6.161 0.645 4.126
H 5.094 -0.797 -4.814
H -7.345 1.644 2.303
H 2.559 4.219 -4.563
H 7.360 -0.002 -1.210
H 3.733 1.649 -4.707
H 5.272 -1.175 3.871
H -6.184 -1.842 0.341
H -1.342 2.229 4.850
H -5.822 -6.984 2.717
H 4.733 3.886 -1.792
H 2.651 5.823 -7.351
H -4.609 -1.650 -2.959
H -1.919 -1.829 1.017
H 6.096 2.620 3.238
H -2.614 -2.559 -8.056
H 3.182 0.899 6.817
H -0.531 3.096 0.777
H 1.905 -0.426 1.893
H -2.858 2.590 -1.766
H -1.576 0.366 -2.866
H -0.206 -1.292 2.734
H -0.843 4.133 2.148
H 3.411 2.602 7.273
H -0.216 0.178 5.972
H 3.777 3.390 -0.427
H 4.727 3.694 3.014
H -1.992 -4.624 3.071
H -1.428 -0.655 -0.174
H -0.013 0.374 3.172
H -3.103 -3.311 3.520
H -1.128 2.169 -1.925
H 3.754 1.279 8.437
H 1.618 1.436 -0.640
H 3.230 -3.764 -0.987
H -1.320 -2.181 -5.944
H -2.856 5.606 1.924
H -3.004 -3.732 1.882
H -4.401 5.710 -2.197
H 0.588 -6.016 1.644
H 2.095 0.075 -1.754
H 1.233 1.077 5.641
H 2.412 5.447 1.097
H -5.022 -0.106 3.229
H -5.294 5.538 1.779
H 1.149 -6.813 0.153
H 2.902 6.161 -5.643
H -6.084 -2.085 2.052
H -0.527 -8.360 1.197
H 0.517 -4.322 -0.963
H -5.342 4.013 1.040
H 0.239 -2.072 -6.701
H 4.254 -0.195 1.988
H 6.324 1.165 -0.840
H 1.865 3.896 0.611
H -0.066 -3.951 0.577
H 5.787 0.516 4.344
H -3.725 -3.838 -8.084
H 5.892 -0.405 -0.090
H 1.165 1.101 1.432
H 1.690 6.298 -1.266

- Orbital gap: 8.6420 eV
- LUMO energy: -0.11 eV
- F_max: 5.62 eV/Å
- SMILES: CNC(C)=O.CNC(C)=O.CNC(C)=O.CNC(C)=O.CNC(C)=O.CNC(C)=O.CNC(C)=O.COCCOC.COCCOC.COCCOC.COCCOC.COCCOC
- Highest occupied orbital energy: -8.757 eV
- Molecular weight: 962.27 g/mol
- ΔE to the lowest compared entry with this formula, charge and spin: 567.41 kJ/mol
- Charge: 0

---

Molecular formula: C4H12
Method: DFT, the ωB97M-V functional and the def2-TZVPD basis

Atoms and positions in Å:
C 1.259 2.617 -0.248
C 0.077 2.310 -1.154
C -1.258 -2.212 0.259
C -0.102 -2.673 1.154
H -1.528 -1.196 0.518
H -0.928 2.223 -0.734
H 0.179 1.323 -1.608
H -0.849 -2.244 -0.757
H 1.653 1.755 0.295
H 2.106 2.963 -0.837
H 0.032 -3.760 1.030
H -0.363 -2.696 2.220
H 0.034 3.067 -1.938
H 0.951 3.367 0.483
H -2.021 -2.976 0.222
H 0.883 -2.239 1.020

- Orbital gap: 12.7013 eV
- LUMO energy: 1.05 eV
- F_max: 2.08 eV/Å
- SMILES: CC.CC
- Highest occupied orbital energy: -11.656 eV
- Molecular weight: 60.14 g/mol
- ΔE to the lowest compared entry with this formula, charge and spin: 38.40 kJ/mol
- Charge: 0

---

Molecular formula: C17H7F3O2
Method: DFT, the ωB97M-V functional and the def2-TZVPD basis

Atoms and positions in Å:
F 1.888 2.974 0.243
F 2.764 2.162 -1.922
F 4.162 2.349 -0.001
O -1.908 -3.097 -0.553
O -0.218 2.159 -1.714
C -4.112 -0.895 0.436
C 6.290 -0.457 0.262
C 4.898 -0.641 0.519
C -0.414 1.131 -0.885
C -1.475 -1.858 -0.248
C -1.991 0.902 -0.380
C 2.707 -2.372 0.611
C 2.340 0.434 -0.148
C 0.145 -1.481 -0.073
C -3.086 2.121 -0.209
C 2.801 1.971 -0.423
C -2.553 -0.635 -0.047
C -5.236 0.332 0.601
C -4.659 1.856 0.247
C 1.114 -2.722 0.408
C 3.281 -0.828 0.318
C 0.723 0.061 -0.369
H 0.697 -3.819 0.583
H -6.363 0.131 0.928
H 3.457 -3.207 0.963
H -4.505 -1.974 0.671
H -5.439 2.746 0.329
H -2.787 3.244 -0.408
H 7.477 -0.586 0.261

- Orbital gap: 6.9121 eV
- LUMO energy: -2.22 eV
- F_max: 9.64 eV/Å
- SMILES: C#Cc1ccc2c(c1C(F)(F)F)C(=O)c1ccccc1C2=O
- Highest occupied orbital energy: -9.135 eV
- Molecular weight: 300.23 g/mol
- Charge: 0